This record from the Open Molecules 2025 dataset describes a molecular structure, C41H69N17Sc in a non-equilibrium geometry. The level of theory is ωB97M-V with the def2-TZVPD basis set.

Each line ends with the Mulliken charge.
Cartesian coordinates (Å):
Sc1 -0.43 -0.66 -0.09  -0.916
C1 4.80 -0.83 1.25  -1.260
N1 3.53 -1.05 0.57  0.603
C2 3.28 -0.14 -0.53  -0.517
C3 2.70 -2.08 0.89  -0.599
N2 1.42 -2.06 0.56  1.046
C4 0.72 -3.35 0.57  -0.745
C5 0.08 -3.53 -0.80  -1.509
N3 -0.79 -2.42 -1.14  1.452
C6 -2.20 -2.80 -1.17  -1.587
C7 -3.03 -2.32 0.04  -1.073
N4 -2.20 -1.69 1.09  1.137
C8 -2.67 -1.78 2.32  -0.617
N5 -3.92 -2.24 2.63  0.481
C9 -5.14 -1.75 2.01  -0.986
C10 -4.11 -3.23 3.69  -1.208
N6 -1.91 -1.40 3.38  0.956
C11 -0.47 -1.56 3.43  -1.173
C12 -2.51 -1.00 4.65  -1.303
C13 1.18 -1.28 -3.10  -0.514
C14 1.50 0.17 -3.45  -1.481
N7 1.14 1.19 -2.46  0.142
C15 1.66 2.34 -2.78  -0.730
N8 2.57 2.48 -3.82  0.543
C16 2.38 3.53 -4.82  -1.221
C17 3.88 1.85 -3.82  -1.202
N9 1.37 3.50 -2.10  1.031
C18 2.29 4.64 -2.14  -1.210
C19 0.01 3.86 -1.78  -1.018
N10 3.27 -3.11 1.58  0.418
C20 2.71 -3.61 2.82  -0.959
C21 4.49 -3.76 1.13  -1.165
H1 4.89 0.23 1.49  0.344
H2 5.65 -1.12 0.63  0.399
H3 4.84 -1.39 2.18  0.395
H4 3.58 0.86 -0.24  0.377
H5 2.23 -0.12 -0.80  -0.525
H6 3.87 -0.42 -1.41  0.564
H7 -0.07 -3.37 1.33  -0.291
H8 1.39 -4.19 0.74  0.933
H9 -0.45 -4.49 -0.80  0.700
H10 0.91 -3.61 -1.52  0.006
H11 -2.30 -3.88 -1.23  0.895
H12 -2.67 -2.40 -2.07  -0.022
H13 -3.56 -3.17 0.46  0.782
H14 -3.78 -1.60 -0.31  0.263
H15 -4.94 -0.88 1.40  0.250
H16 -5.84 -1.46 2.80  0.332
H17 -5.64 -2.51 1.40  0.298
H18 -3.15 -3.57 4.06  0.314
H19 -4.64 -4.09 3.28  0.395
H20 -4.70 -2.83 4.51  0.400
H21 -0.03 -1.60 2.44  0.112
H22 -0.20 -2.47 3.97  0.476
H23 -0.02 -0.72 3.96  0.277
H24 -3.55 -0.73 4.51  0.394
H25 -1.97 -0.13 5.03  0.313
H26 -2.45 -1.78 5.41  0.398
H27 2.05 -1.86 -3.41  0.625
H28 1.08 -1.39 -2.02  0.203
H29 1.10 0.43 -4.44  0.598
H30 2.58 0.15 -3.56  0.293
H31 1.38 3.96 -4.73  0.309
H32 2.47 3.09 -5.82  0.385
H33 3.12 4.33 -4.74  0.404
H34 4.08 1.38 -2.86  0.263
H35 4.64 2.60 -3.99  0.448
H36 3.98 1.10 -4.62  0.310
H37 2.02 5.38 -2.90  0.402
H38 3.31 4.31 -2.32  0.374
H39 2.26 5.14 -1.17  0.312
H40 -0.55 4.15 -2.68  0.251
H41 0.01 4.73 -1.12  0.433
H42 -0.49 3.03 -1.29  -0.034
H43 1.80 -3.06 3.06  0.131
H44 3.42 -3.47 3.63  0.386
H45 2.48 -4.68 2.76  0.342
H46 4.82 -3.34 0.18  0.305
H47 4.30 -4.83 0.98  0.375
H48 5.30 -3.67 1.85  0.381
C22 -3.64 1.73 2.27  -1.280
C23 -4.69 1.82 1.37  -1.214
C24 -4.45 1.54 0.03  -0.850
C25 -3.17 1.17 -0.36  0.576
N11 -2.17 1.00 0.52  1.340
C26 -2.41 1.31 1.80  -0.533
C27 -2.83 1.02 -1.80  -0.350
C28 -3.41 1.88 -2.72  -0.929
C29 -3.05 1.80 -4.04  -1.511
C30 -2.21 0.76 -4.43  -0.939
C31 -1.72 -0.11 -3.46  0.556
N12 -1.96 0.06 -2.15  2.011
C32 -1.18 -1.41 -3.98  -0.097
C33 -2.10 -2.13 -4.74  -0.741
C34 -1.83 -3.41 -5.19  -0.835
C35 -0.61 -3.97 -4.85  -0.987
C36 0.29 -3.21 -4.15  0.162
N13 0.03 -1.96 -3.73  0.573
H49 -3.77 1.98 3.31  0.614
H50 -5.68 2.10 1.70  0.489
H51 -5.24 1.61 -0.70  0.641
H52 -1.57 1.21 2.48  0.761
H53 -4.11 2.64 -2.38  0.613
H54 -3.44 2.49 -4.78  0.494
H55 -1.96 0.61 -5.47  0.701
H56 -3.06 -1.68 -4.94  0.552
H57 -2.56 -3.95 -5.78  0.498
H58 -0.35 -4.98 -5.15  0.518
H59 1.27 -3.60 -3.92  0.505
C37 -0.03 4.44 3.79  -1.110
C38 1.41 4.15 4.19  0.759
C39 1.49 3.11 5.31  -1.317
C40 2.27 3.75 2.98  -1.350
N14 1.79 2.53 2.33  1.056
C41 0.90 2.39 1.36  -1.344
N15 0.72 1.11 1.13  0.972
N16 1.56 0.47 2.00  0.635
N17 2.20 1.31 2.72  -1.395
H60 -0.58 4.84 4.64  0.461
H61 -0.55 3.52 3.48  0.039
H62 -0.09 5.17 2.98  0.341
H63 1.86 5.08 4.56  0.393
H64 1.08 2.15 4.98  0.107
H65 0.91 3.44 6.17  0.435
H66 2.52 2.95 5.63  0.385
H67 3.30 3.57 3.30  0.440
H68 2.26 4.54 2.23  0.322
H69 0.40 3.21 0.87  0.738

Its relative energy (zero: lowest compared OMol25 entry of this formula, charge and spin) is 24.3 kcal/mol. As for the net charge: +3.

***

This record from the Open Molecules 2025 dataset describes 3 unconnected molecules or ions with the total composition C41H75Cl2F3N4O8Si in a non-equilibrium geometry. The level of theory is ωB97M-V with the def2-TZVPD basis set.

Each line ends with the Mulliken charge.
Cartesian coordinates (Å):
C1 2.64 1.33 3.25  -0.543
C2 2.42 2.36 1.95  0.386
O1 3.18 3.47 1.94  -0.518
O2 1.46 1.99 0.90  -0.211
C3 0.10 2.56 1.21  -0.135
C4 -0.57 2.90 -0.27  -0.444
C5 -2.21 2.96 -0.20  -0.847
C6 -2.92 1.46 -0.03  -0.060
C7 -2.30 0.32 -1.03  -0.389
C8 -3.18 -1.08 -1.10  0.702
N1 -4.41 -0.61 -1.84  -0.407
C9 -2.66 -2.28 -2.14  -0.339
O3 -2.81 -2.36 -3.48  -0.707
N2 -1.99 -3.33 -1.29  -0.259
C10 -2.00 -3.04 0.22  0.105
C11 -2.32 -4.58 0.79  -0.834
Cl1 -1.07 -5.85 0.16  -0.129
C12 -2.48 -4.66 2.42  0.299
C13 -1.37 -5.67 3.15  -1.070
Cl2 -4.15 -5.33 2.98  -0.203
C14 -0.53 -2.41 0.63  1.110
F1 0.26 -3.31 1.55  -0.196
F2 -0.62 -1.12 1.40  -0.339
C15 0.47 -2.07 -0.62  -0.614
C16 1.42 -3.28 -1.16  1.019
Si1 3.26 -3.19 -0.56  0.211
C17 4.27 -4.28 -1.85  -0.876
C18 3.99 -1.41 -0.63  -0.535
C19 3.39 -4.05 1.16  0.538
C20 3.17 -5.70 1.22  -0.288
C21 3.22 -6.50 2.67  -0.523
C22 3.49 -5.57 4.01  -0.344
C23 3.75 -3.93 3.94  -0.418
C24 3.70 -3.13 2.49  -0.135
C25 -3.32 -2.00 0.26  1.100
F3 -3.52 -1.23 1.55  -0.562
C26 -4.84 -2.68 0.15  -0.735
C27 -6.03 -1.67 0.75  -0.754
C28 -6.50 -2.11 2.28  -0.397
C29 -7.94 -2.96 2.15  -0.575
O4 -7.86 -4.09 1.20  -0.493
H1 1.58 0.89 3.49  0.255
H2 3.11 1.93 4.17  0.315
H3 3.38 0.46 2.91  0.057
H4 0.27 3.51 1.87  0.329
H5 -0.48 1.71 1.78  0.087
H6 -0.19 3.99 -0.54  0.338
H7 -0.16 2.16 -1.08  0.160
H8 -2.55 3.65 0.70  0.313
H9 -2.64 3.50 -1.17  0.342
H10 -4.07 1.66 -0.15  0.190
H11 -2.76 1.18 1.12  0.113
H12 -1.18 0.17 -0.74  -0.665
H13 -2.31 0.80 -2.12  0.379
H14 -4.95 -1.36 -2.31  0.369
H15 -5.00 0.06 -1.30  0.278
H16 -2.57 -4.17 -1.57  0.497
H17 -3.34 -5.01 0.34  0.708
H18 -2.41 -3.59 2.95  0.347
H19 -1.62 -6.80 2.98  0.305
H20 -0.26 -5.45 2.85  0.230
H21 -1.47 -5.44 4.31  0.352
H22 1.21 -1.23 -0.21  0.042
H23 -0.04 -1.57 -1.56  0.064
H24 1.47 -3.17 -2.35  -0.590
H25 1.05 -4.36 -0.95  -0.044
H26 5.30 -3.78 -2.11  0.281
H27 3.62 -4.33 -2.85  0.168
H28 4.38 -5.40 -1.47  0.278
H29 5.18 -1.47 -0.59  0.362
H30 3.71 -0.97 -1.70  0.104
H31 3.53 -0.68 0.17  -0.050
H32 2.97 -6.29 0.20  0.177
H33 3.05 -7.67 2.71  0.281
H34 3.50 -6.07 5.06  0.290
H35 3.95 -3.30 4.93  0.270
H36 3.88 -1.97 2.39  0.103
H37 -4.95 -3.65 0.83  0.050
H38 -5.08 -3.06 -0.95  0.339
H39 -6.98 -1.90 0.06  0.363
H40 -5.80 -0.54 0.62  0.310
H41 -6.77 -1.10 2.84  0.287
H42 -5.68 -2.72 2.86  0.232
H43 -8.71 -2.18 1.69  0.260
H44 -8.36 -3.28 3.19  0.344
H45 -7.78 -4.97 1.67  0.299
C30 1.96 10.37 5.18  -0.709
O5 1.46 9.06 5.44  -0.323
C31 0.49 8.62 4.49  -0.824
C32 1.08 7.57 3.53  -0.070
N3 2.05 8.17 2.60  -0.368
C33 2.91 7.21 1.91  -0.773
C34 3.75 6.22 2.76  -0.256
O6 4.82 6.82 3.48  -0.472
C35 4.43 7.51 4.66  -0.499
H46 2.47 10.72 6.09  0.232
H47 2.70 10.35 4.38  0.296
H48 1.16 11.07 4.94  0.326
H49 0.02 9.45 3.94  0.388
H50 -0.30 8.13 5.07  0.377
H51 0.28 7.10 2.95  0.377
H52 1.55 6.80 4.14  0.125
H53 2.64 8.82 3.11  0.146
H54 3.61 7.80 1.30  0.339
H55 2.30 6.64 1.20  0.377
H56 4.22 5.52 2.06  0.321
H57 3.13 5.60 3.42  0.306
H58 3.61 7.01 5.19  0.253
H59 4.17 8.54 4.42  0.126
H60 5.29 7.56 5.33  0.323
C36 -1.47 0.57 -7.09  -0.675
O7 -0.93 -0.52 -7.83  -0.311
C37 0.33 -0.23 -8.46  -0.817
C38 1.50 -0.90 -7.72  -0.117
N4 1.75 -0.27 -6.42  -0.312
C39 2.59 -1.06 -5.51  -1.053
C40 2.15 -2.50 -5.17  -0.118
O8 1.00 -2.60 -4.34  -0.417
C41 -0.23 -2.38 -5.02  -0.384
H61 -2.52 0.35 -6.89  0.244
H62 -0.96 0.68 -6.13  0.248
H63 -1.41 1.50 -7.65  0.335
H64 0.49 0.85 -8.59  0.379
H65 0.27 -0.67 -9.46  0.397
H66 2.40 -0.84 -8.33  0.393
H67 1.24 -1.96 -7.61  0.142
H68 0.87 -0.09 -5.95  0.097
H69 2.64 -0.50 -4.57  0.443
H70 3.61 -1.09 -5.92  0.435
H71 2.97 -2.95 -4.58  0.027
H72 2.05 -3.14 -6.05  0.387
H73 -0.23 -2.80 -6.03  0.335
H74 -0.47 -1.32 -5.03  -0.049
H75 -1.03 -2.87 -4.45  0.262

Its structure (SMILES) is CC(=O)OCCCCC[C@@]1(N)C(=O)N[C@@]([C@@H](Cl)[C@H](C)Cl)(C(F)(F)CC[Si](C)(C)c2ccccc2)[C@]1(F)CCCCO.COCCNCCOC.COCCNCCOC.

***

Calculated values (eV) of E_tot for the records, taken in order: -89647.9381; -107127.0516.
Calculated values (eV) of frontier orbital gap for the records, taken in order: 7.083; 8.478.